Density functional theory data (ωB97M-V/def2-TZVPD) for a cluster of 7 separate species, C29H54ClN9O7 in total in a non-equilibrium geometry.

```
100
Properties=species:S:1:pos:R:3
C 0.733 -1.111 -2.503
C 0.874 0.532 -2.495
O 0.104 1.182 -3.606
C 2.443 0.973 -2.681
C 2.906 2.169 -1.641
C 4.099 3.213 -2.169
C 4.512 4.425 -1.145
Cl 5.836 5.628 -1.753
C 3.850 4.680 0.353
N 4.342 5.867 1.132
C 3.646 5.965 2.460
N 4.016 7.127 3.393
C 2.548 4.893 2.997
N 2.053 3.697 2.233
C 2.721 3.639 0.888
C 2.283 2.404 -0.135
H 1.768 -1.617 -2.717
H 0.395 -1.445 -1.408
H -0.134 -1.438 -3.220
H 0.368 0.906 -1.505
H -0.311 2.032 -3.228
H 3.210 0.069 -2.611
H 2.594 1.416 -3.777
H 4.558 3.012 -3.229
H 3.187 7.781 3.325
H 4.864 7.553 2.924
H 2.077 5.081 4.073
H 1.441 1.662 0.258
C -4.386 -2.466 -0.563
N -3.190 -2.341 -1.369
C -2.632 -1.023 -1.591
C -2.568 -3.435 -1.931
O -1.557 -3.399 -2.621
H -5.190 -1.890 -1.030
H -4.182 -2.070 0.436
H -4.696 -3.511 -0.478
H -2.609 -0.822 -2.666
H -1.607 -1.001 -1.207
H -3.230 -0.259 -1.086
H -3.075 -4.386 -1.700
C -0.774 4.523 8.010
N 0.350 4.343 7.115
C 0.370 3.188 6.241
C 1.400 5.235 7.071
O 2.379 5.143 6.340
H -0.837 3.657 8.676
H -1.690 4.597 7.416
H -0.660 5.430 8.609
H 1.264 2.594 6.456
H 0.416 3.529 5.202
H -0.523 2.576 6.389
H 1.284 6.074 7.775
C -0.512 9.575 1.295
N 0.081 9.129 2.538
C -0.642 8.177 3.356
C 1.311 9.581 2.966
O 1.869 9.246 4.004
H -1.470 10.054 1.513
H -0.673 8.707 0.649
H 0.138 10.288 0.782
H -0.823 8.619 4.340
H -0.030 7.278 3.481
H -1.595 7.912 2.890
H 1.773 10.300 2.270
C 0.601 -7.203 -4.053
N 0.145 -7.349 -2.686
C 0.180 -8.661 -2.074
C -0.319 -6.279 -1.951
O -0.717 -6.332 -0.794
H -0.013 -7.837 -4.699
H 1.646 -7.520 -4.113
H 0.520 -6.165 -4.386
H -0.834 -8.938 -1.769
H 0.817 -8.623 -1.185
H 0.569 -9.405 -2.775
H -0.302 -5.330 -2.511
C -1.239 -1.472 -8.044
N -1.694 -1.618 -6.677
C -1.660 -2.930 -6.065
C -2.159 -0.548 -5.942
O -2.557 -0.601 -4.785
H -1.853 -2.105 -8.690
H -0.194 -1.789 -8.104
H -1.320 -0.434 -8.377
H -2.674 -3.207 -5.760
H -1.023 -2.892 -5.176
H -1.271 -3.673 -6.766
H -2.142 0.401 -6.503
C -2.557 -8.828 3.262
N -1.361 -8.702 2.456
C -0.803 -7.384 2.234
C -0.739 -9.796 1.894
O 0.272 -9.761 1.204
H -3.361 -8.251 2.795
H -2.353 -8.431 4.261
H -2.867 -9.872 3.347
H -0.780 -7.183 1.159
H 0.222 -7.362 2.618
H -1.401 -6.621 2.739
H -1.246 -10.747 2.125
```

Summary:
charge: 0
HOMO level: -0.2895 Ha
gap between HOMO and LUMO: 0.2590 Ha
SMILES: C[C@H](O)Cc1cc(Cl)c2nc(N)cnc2c1.CN(C)C=O.CN(C)C=O.CN(C)C=O.CN(C)C=O.CN(C)C=O.CN(C)C=O
electronic energy: -2616.6512 hartree
largest force on an atom: 7.3 eV Å⁻¹